This record from OMol25 describes C25H24HfN8PS3Se as an isolated structure. The level of theory is wB97M-V/def2-TZVPD.

Calculated values
Total energy (eV): -146684.3869
Expectation value of S²: 0.756
Frontier orbital gap (alpha / beta) (eV): 5.64 / 5.15
Relative energy (zero: lowest compared OMol25 entry of this formula, charge and spin) (eV): 0.201
HOMO (alpha / beta) (eV): -6.0035 / -5.9852

ORCA input file:
```
! wB97M-V def2-TZVPD RIJCOSX def2/J DEFGRID3
* xyz 0 2
Hf -0.083 -0.296 -0.667
C 1.141 1.633 4.759
N 1.250 1.019 3.461
C 2.385 0.460 2.980
C 2.176 0.025 1.714
N 0.878 0.352 1.383
C 0.334 0.896 2.464
P -1.361 1.598 2.580
C -2.338 0.179 1.944
N -2.067 -0.538 0.839
C -3.093 -1.412 0.685
C -4.045 -1.196 1.631
N -3.572 -0.164 2.416
C -4.198 0.342 3.656
C -1.207 2.584 1.031
N -0.895 2.077 -0.158
C -0.905 3.149 -1.033
C -1.239 4.294 -0.384
N -1.424 3.955 0.898
C -1.770 4.769 2.033
H 1.389 0.855 5.479
H 1.895 2.425 4.758
H 0.128 2.053 4.812
H 3.247 0.378 3.666
H 2.833 -0.303 0.894
H -3.086 -2.087 -0.138
H -4.896 -1.817 1.902
H -5.217 0.011 3.759
H -3.622 -0.030 4.466
H -4.224 1.431 3.567
H -0.744 2.919 -2.101
H -1.306 5.294 -0.696
H -2.584 5.454 1.808
H -2.096 4.103 2.833
H -0.879 5.313 2.351
S -1.486 0.509 -2.744
C -1.423 -0.921 -3.825
C -0.274 -1.303 -4.508
C -0.246 -2.465 -5.227
C -1.357 -3.222 -5.400
C -2.585 -2.763 -4.832
C -2.611 -1.634 -4.062
H 0.603 -0.683 -4.369
H 0.736 -2.807 -5.596
H -1.299 -4.119 -5.975
H -3.532 -3.232 -5.113
H -3.567 -1.290 -3.708
Se 0.439 -2.674 0.571
N 1.942 -0.518 -1.106
C 3.160 -1.278 -0.960
C 4.230 -0.889 -1.752
C 5.490 -1.460 -1.525
C 5.580 -2.548 -0.599
C 4.431 -2.974 0.035
C 3.135 -2.371 -0.076
N 2.161 -2.984 0.676
H 4.117 -0.022 -2.366
H 6.353 -1.150 -2.086
H 6.531 -3.094 -0.461
H 4.416 -3.913 0.586
S -0.273 -2.662 -1.525
S 2.622 2.039 -2.135
C 1.901 0.699 -1.509
*
```